A) Density functional theory data (the ωB97M-V functional and the def2-TZVPD basis) for the molecule C4H7NO.

Last columns: bonded neighbours and bond lengths (Å).
Cartesian coordinates (Å):
1 C -2.27 0.81 -0.81  C2 1.331, H7 1.078, H8 1.076
2 C -1.31 0.19 -0.13  C1 1.331, N3 1.372, H9 1.083
3 N 0.03 0.42 -0.32  C2 1.372, C4 1.360, H10 1.140
4 C 1.04 -0.35 0.16  N3 1.360, C5 1.330, O6 1.435
5 C 1.22 -1.00 1.31  C4 1.330, H11 1.074, H12 1.076
6 O 2.07 0.05 -0.75  C4 1.435, H13 0.967
7 H -2.05 1.48 -1.63  C1 1.078
8 H -3.31 0.66 -0.56  C1 1.076
9 H -1.54 -0.45 0.71  C2 1.083
10 H 0.65 0.80 -1.20  N3 1.140
11 H 0.37 -1.24 1.93  C5 1.074
12 H 2.19 -1.37 1.59  C5 1.076
13 H 2.92 -0.02 -0.29  O6 0.967

Properties
SMILES string: C=CNC(=C)O
lowest unoccupied orbital energy: 0.030 hartree
net charge: 0



B) Density functional theory data (the ωB97M-V functional and the def2-TZVPD basis) for the molecule C4H7NO.

Last columns: bonded neighbours and bond lengths (Å).
Cartesian coordinates (Å):
1 C -1.74 -0.49 0.06  N2 1.459, H7 1.094, H8 1.093, H9 1.104
2 N -0.39 -0.52 -0.49  C1 1.459, C3 1.440, C4 1.460
3 C 0.62 -0.83 0.49  N2 1.440, C4 1.498, H10 1.087, H11 1.088
4 C 0.45 0.58 -0.01  N2 1.460, C3 1.498, C5 1.489, H12 1.089
5 C 1.57 1.15 -0.81  C4 1.489, O6 1.208, H13 1.108
6 O 1.83 2.33 -0.79  C5 1.208
7 H -2.10 -1.52 0.12  C1 1.094
8 H -2.40 0.09 -0.58  C1 1.093
9 H -1.76 -0.06 1.08  C1 1.104
10 H 0.33 -1.01 1.52  C3 1.087
11 H 1.42 -1.46 0.12  C3 1.088
12 H -0.05 1.32 0.60  C4 1.089
13 H 2.22 0.42 -1.31  C5 1.108

Properties
SMILES string: CN1C[C@H]1C=O
lowest unoccupied orbital energy: 0.035 hartree
net charge: 0



C) Density functional theory data (the ωB97M-V functional and the def2-TZVPD basis) for the molecule C4H7NO.

Last columns: bonded neighbours and bond lengths (Å).
Cartesian coordinates (Å):
1 C -0.35 1.02 0.89  C2 1.521, H7 1.094, H8 1.093, H9 1.098
2 C 0.45 0.42 -0.25  C1 1.521, O3 1.416, C4 1.534, H10 1.094
3 O 1.83 0.33 0.04  C2 1.416, H11 0.965
4 C -0.02 -1.00 -0.63  C2 1.534, C5 1.778, N6 1.814, H12 1.093, H13 1.091
5 C -1.48 -0.82 -1.63  C4 1.778, N6 1.194
6 N -1.80 -1.35 -0.61  C4 1.814, C5 1.194
7 H 0.06 2.00 1.15  C1 1.094
8 H -1.40 1.13 0.63  C1 1.093
9 H -0.30 0.38 1.78  C1 1.098
10 H 0.38 1.06 -1.14  C2 1.094
11 H 1.93 -0.03 0.93  O3 0.965
12 H 0.05 -1.66 0.24  C4 1.093
13 H 0.59 -1.43 -1.43  C4 1.091

Properties
lowest unoccupied orbital energy: 0.028 hartree
net charge: 0



Energy comparison, zero being the most stable, in kcal/mol: A) 10.3; B) 0.0; C) 25.4.



A) Density functional theory data (the ωB97M-V functional and the def2-TZVPD basis) for the molecule C4H7NO.

Last columns: bonded neighbours and bond lengths (Å).
Cartesian coordinates (Å):
1 C 1.26 0.58 -1.28  C2 1.526, H7 1.091, H8 1.097, H9 1.091
2 C -0.11 0.28 -0.67  C1 1.526, C3 1.624, N4 1.417, H10 1.114
3 C -0.15 -1.13 0.12  C2 1.624, N4 1.400, H11 1.089, H12 1.110
4 N -0.37 0.12 0.71  C2 1.417, C3 1.400, C5 1.349
5 C -1.22 0.28 1.74  N4 1.349, O6 1.215, H13 1.097
6 O -1.54 -0.69 2.40  C5 1.215
7 H 1.90 1.24 -0.69  C1 1.091
8 H 1.15 1.01 -2.28  C1 1.097
9 H 1.76 -0.38 -1.41  C1 1.091
10 H -0.91 0.85 -1.19  C2 1.114
11 H -0.95 -1.85 -0.07  C3 1.089
12 H 0.71 -1.62 0.63  C3 1.110
13 H -1.53 1.31 1.96  C5 1.097

Properties
SMILES string: C[C@H]1CN1C=O
lowest unoccupied orbital energy: 0.034 hartree
net charge: 0



B) Density functional theory data (the ωB97M-V functional and the def2-TZVPD basis) for a cluster of 2 separate species, C4H7NO in total.

Last columns: bonded neighbours and bond lengths (Å).
Cartesian coordinates (Å):
1 C 1.74 -0.66 -1.64  C2 1.319, H5 1.141, H6 1.143
2 C 0.97 -1.06 -0.65  C1 1.319, N3 1.201
3 N 0.37 -1.75 0.13  C2 1.201, C4 1.513
4 C -0.67 -1.23 1.10  N3 1.513, H7 1.090, H8 1.164, H9 1.091
5 H 1.33 -0.68 -2.71  C1 1.141
6 H 2.65 0.03 -1.63  C1 1.143
7 H -0.47 -0.28 1.59  C4 1.090
8 H -0.69 -2.07 1.91  C4 1.164
9 H -1.64 -1.18 0.62  C4 1.091
10 C -0.95 2.18 0.27  O11 1.204, H12 1.110, H13 1.180
11 O -1.86 2.30 1.06  C10 1.204
12 H -0.33 1.27 0.17  C10 1.110
13 H -0.46 3.13 -0.24  C10 1.180

Properties
SMILES string: C=C=NC.C=O
lowest unoccupied orbital energy: 0.022 hartree
net charge: 0



Energy comparison, zero being the most stable, in kcal/mol: A) 0.0; B) 20.4.



A) Density functional theory data (the ωB97M-V functional and the def2-TZVPD basis) for the molecule C4H7NO.

Last columns: bonded neighbours and bond lengths (Å).
Cartesian coordinates (Å):
1 C -1.27 0.99 0.04  C2 1.490, H7 1.165, H8 1.134, H9 1.110
2 C -0.89 -0.41 -0.28  C1 1.490, C3 1.472, H10 1.167, H11 1.098
3 C 0.38 -0.89 0.28  C2 1.472, N4 1.404, H12 1.129, H13 1.116
4 N 1.47 -0.32 -0.38  C3 1.404, C5 1.182
5 C 2.55 0.14 -0.19  N4 1.182, O6 1.213
6 O 3.69 0.45 0.05  C5 1.213
7 H -2.37 1.12 -0.33  C1 1.165
8 H -1.27 1.25 1.14  C1 1.134
9 H -0.69 1.81 -0.42  C1 1.110
10 H -1.71 -1.17 0.07  C2 1.167
11 H -0.77 -0.32 -1.37  C2 1.098
12 H 0.46 -1.99 0.03  C3 1.129
13 H 0.42 -0.69 1.37  C3 1.116

Properties
SMILES string: CCCN=C=O
lowest unoccupied orbital energy: 0.030 hartree
net charge: 0



B) Density functional theory data (the ωB97M-V functional and the def2-TZVPD basis) for the molecule C4H7NO.

Last columns: bonded neighbours and bond lengths (Å).
Cartesian coordinates (Å):
1 H -1.27 1.94 2.14  N2 1.018
2 N -0.61 1.67 1.41  H1 1.018, C3 1.254
3 C -0.31 0.45 1.41  N2 1.254, O4 1.349, C5 1.424
4 O -0.56 -0.76 1.96  C3 1.349, C5 1.504
5 C 0.34 -0.63 0.76  C3 1.424, O4 1.504, C6 1.511, H8 1.089
6 C -0.11 -0.95 -0.64  C5 1.511, C7 1.542, H9 1.097, H10 1.097
7 C 0.41 0.26 -1.45  C6 1.542, H11 1.094, H12 1.092, H13 1.095
8 H 1.39 -0.82 0.99  C5 1.089
9 H 0.29 -1.90 -1.01  C6 1.097
10 H -1.21 -1.01 -0.69  C6 1.097
11 H 0.31 1.16 -0.83  C7 1.094
12 H -0.14 0.44 -2.37  C7 1.092
13 H 1.47 0.14 -1.68  C7 1.095

Properties
SMILES string: [H]/N=C1\O[C@H]1CC
lowest unoccupied orbital energy: 0.040 hartree
net charge: 0



Energy comparison, zero being the most stable, in kcal/mol: A) 0.0; B) 25.5.